<P>
The following is a quantum chemistry calculation of C3H3N3O4 as an isolated structure, from the Open Molecules 2025 dataset.

```
! wB97M-V def2-TZVPD RIJCOSX def2/J DEFGRID3
* xyz 0 1
C 0.748 0.244 1.156
C 1.238 -0.105 -0.750
C -0.062 -0.285 0.092
N 1.853 0.311 0.520
N -0.877 -1.397 0.083
N -1.194 1.429 -0.297
O -1.385 -1.729 1.120
O -1.006 -1.984 -1.000
O -2.361 1.429 -0.143
O -0.374 2.301 -0.388
H 0.455 0.459 2.141
H 1.657 -1.153 -0.914
H 1.307 0.478 -1.622
*
```

***

<Q>
The following is a quantum chemistry calculation of a 2-piece molecular cluster, C3H3N3O4 overall, from the Open Molecules 2025 dataset.

The SMILES is COC(=O)N=C=O.N#[N+][O-].

```
! wB97M-V def2-TZVPD RIJCOSX def2/J DEFGRID3
* xyz 0 1
C -0.110 2.413 0.653
O -0.917 1.272 0.648
C -0.368 0.018 0.576
O 0.823 -0.187 0.548
N -1.384 -0.905 0.672
C -1.543 -2.082 0.500
O -1.742 -3.207 0.439
H 0.312 2.625 -0.420
H 0.816 2.074 1.320
H -0.735 3.185 1.018
N 1.537 -2.596 -1.249
N 1.592 -1.727 -1.965
O 1.719 -0.883 -2.740
*
```

***

Last place for stability: <P>

***

<P>
The following is a quantum chemistry calculation of C3H10N2Si in the gas phase, from the Open Molecules 2025 dataset.

The SMILES is C=N[Si](C)(C)N.

```
! wB97M-V def2-TZVPD RIJCOSX def2/J DEFGRID3
* xyz 0 1
C -2.310 0.215 0.534
N -1.536 0.011 -0.459
Si 0.240 -0.150 -0.471
C 0.845 1.564 0.162
C 0.771 -1.353 0.992
N 0.606 -0.691 -2.093
H -3.420 0.221 0.393
H -1.949 -0.020 1.543
H 1.860 1.755 -0.020
H 0.164 2.340 -0.070
H 0.800 1.490 1.252
H -0.122 -1.944 1.297
H 1.575 -1.932 0.516
H 1.081 -0.748 1.773
H -0.147 -0.407 -2.793
H 1.543 -0.352 -2.555
*
```

***

<Q>
The following is a quantum chemistry calculation of a 2-piece molecular cluster, C3H10N2Si overall, from the Open Molecules 2025 dataset.

```
! wB97M-V def2-TZVPD RIJCOSX def2/J DEFGRID3
* xyz 0 1
C 1.109 1.299 -0.232
C 1.743 -0.155 -0.184
C -2.028 0.121 -0.321
N -0.139 1.184 0.555
N -0.753 -0.060 0.271
Si 0.287 -1.389 -0.067
H 1.779 2.034 0.142
H 0.658 1.602 -1.127
H 2.363 -0.302 -1.053
H 2.293 -0.231 0.667
H -2.465 1.055 0.086
H -2.130 0.103 -1.376
H -2.695 -0.803 -0.047
H -0.032 1.056 1.492
H -0.013 -2.651 -0.632
H 0.023 -2.862 1.826
*
```

***

Last place for stability: <Q>

***

<P>
The following is a quantum chemistry calculation of C10H10O3 as an isolated structure, from the Open Molecules 2025 dataset.

```
! wB97M-V def2-TZVPD RIJCOSX def2/J DEFGRID3
* xyz 0 1
C -3.188 1.011 -2.209
C -1.693 0.659 -2.114
C -1.052 0.384 -0.851
C 0.372 -0.069 -0.919
C 1.046 -0.312 0.375
C 1.572 0.730 1.285
C 2.164 0.513 2.472
C 2.043 -0.869 3.012
C 1.496 -1.886 2.288
C 1.010 -1.591 1.060
H -3.018 1.111 -4.179
H -1.159 1.058 0.038
H -1.529 -0.611 -0.278
H 0.453 -0.796 -1.534
H 1.343 0.814 -1.166
H 1.303 2.052 0.985
H 2.572 1.254 2.862
H 2.759 -0.754 3.792
H 1.453 -2.976 2.692
H 0.491 -2.493 0.475
O -3.549 1.197 -3.502
O -3.838 1.035 -1.347
O -1.051 0.538 -3.238
*
```

***

<Q>
The following is a quantum chemistry calculation of C10H10O3 in the gas phase, from the Open Molecules 2025 dataset.

The SMILES is C#CCC1=C(CCC)C(=O)OC1=O.

```
! wB97M-V def2-TZVPD RIJCOSX def2/J DEFGRID3
* xyz 0 1
C -3.602 1.411 1.621
C -3.121 0.398 1.122
C -2.411 -0.827 0.422
C -1.352 -0.177 -0.580
C -0.006 0.064 -0.318
C 0.825 -0.233 0.999
C 2.168 -0.967 0.556
C 3.313 0.019 0.027
C 0.430 0.751 -1.668
O 1.371 1.443 -1.963
O -0.559 0.492 -2.666
C -1.799 0.307 -2.008
O -2.907 0.512 -2.432
H -3.785 2.512 1.767
H -1.899 -1.505 1.173
H -3.130 -1.473 -0.157
H 0.213 -0.906 1.685
H 1.041 0.745 1.546
H 1.941 -1.688 -0.292
H 2.535 -1.570 1.438
H 3.279 0.008 -1.099
H 3.128 1.050 0.471
H 4.327 -0.365 0.354
*
```

***

Last place for stability: <P>

***

<P>
The following is a quantum chemistry calculation of C26H42N4O5S in the gas phase, from the Open Molecules 2025 dataset.

The SMILES is CCCCN(CCCC)CCNC(=O)CN1C(=O)COc2ccc(S(=O)(=O)N3CCC(C)CC3)cc21.

```
! wB97M-V def2-TZVPD RIJCOSX def2/J DEFGRID3
* xyz 0 1
C -4.239 -2.194 0.385
C -2.931 -2.016 -0.376
C -1.721 -2.345 0.493
C -0.415 -2.132 -0.282
N 0.801 -2.491 0.426
C 1.047 -3.925 0.502
C 2.082 -4.353 -0.543
C 2.322 -5.860 -0.525
C 3.352 -6.282 -1.566
C 1.016 -1.771 1.667
C 2.523 -1.573 1.877
N 3.081 -0.963 0.691
C 3.694 0.230 0.708
O 4.009 0.825 1.717
C 4.010 0.813 -0.682
N 3.992 2.256 -0.573
C 5.186 2.916 -0.557
O 6.226 2.399 -0.896
C 5.135 4.342 -0.032
O 3.919 5.032 -0.231
C 2.792 4.293 -0.063
C 1.610 4.959 0.230
C 0.424 4.258 0.374
C 0.436 2.890 0.205
S -1.027 1.868 0.344
O -0.969 1.138 1.578
O -1.102 1.083 -0.863
N -2.246 3.005 0.441
C -2.707 3.486 -0.846
C -3.740 2.555 -1.478
C -4.900 2.299 -0.514
C -5.906 1.327 -1.121
C -4.338 1.759 0.803
C -3.311 2.728 1.382
C 1.602 2.211 -0.093
C 2.802 2.897 -0.225
H -5.091 -1.937 -0.240
H -4.353 -3.227 0.708
H -4.256 -1.559 1.269
H -2.832 -0.985 -0.724
H -2.934 -2.663 -1.258
H -1.789 -3.380 0.841
H -1.723 -1.691 1.367
H -0.437 -2.717 -1.205
H -0.352 -1.075 -0.557
H 0.124 -4.494 0.338
H 1.415 -4.188 1.498
H 1.732 -4.051 -1.532
H 3.023 -3.834 -0.351
H 2.667 -6.158 0.468
H 1.380 -6.379 -0.717
H 4.305 -5.791 -1.380
H 3.018 -6.011 -2.565
H 3.509 -7.357 -1.536
H 0.597 -2.288 2.544
H 0.534 -0.793 1.590
H 2.720 -0.912 2.722
H 3.016 -2.535 2.050
H 2.719 -1.363 -0.165
H 3.310 0.472 -1.448
H 5.030 0.536 -0.966
H 5.915 4.934 -0.517
H 5.361 4.280 1.045
H 1.644 6.030 0.343
H -0.495 4.764 0.618
H -3.135 4.484 -0.693
H -1.829 3.573 -1.489
H -4.107 2.998 -2.406
H -3.249 1.611 -1.716
H -5.407 3.252 -0.311
H -5.423 0.378 -1.344
H -6.726 1.143 -0.430
H -6.317 1.729 -2.044
H -5.142 1.601 1.524
H -3.843 0.803 0.620
H -3.783 3.683 1.640
H -2.839 2.309 2.271
H 1.533 1.145 -0.221
*
```

***

<Q>
The following is a quantum chemistry calculation of C26H42N4O5S in the gas phase, from the Open Molecules 2025 dataset.

The SMILES is CCCCN(CCCC)CCNC(=O)CN1C(=O)COc2ccc(S(=O)(=O)N3CCC(C)CC3)cc21.

```
! wB97M-V def2-TZVPD RIJCOSX def2/J DEFGRID3
* xyz 0 1
C -6.710 2.332 0.228
C -5.240 2.614 -0.060
C -4.320 1.668 0.708
C -2.845 1.982 0.415
N -1.841 1.181 1.086
C -1.449 -0.056 0.441
C -2.438 -1.231 0.484
C -1.812 -2.524 -0.038
C -1.496 -2.474 -1.529
C -1.955 1.163 2.528
C -0.586 0.996 3.204
N 0.382 1.887 2.607
C 1.431 1.432 1.909
O 1.789 0.272 1.876
C 2.127 2.522 1.085
N 1.386 2.648 -0.161
C 0.359 3.536 -0.187
O 0.057 4.225 0.769
C -0.338 3.638 -1.531
O -0.577 2.378 -2.119
C 0.500 1.544 -2.116
C 0.542 0.529 -3.064
C 1.640 -0.308 -3.133
C 2.688 -0.118 -2.255
S 4.212 -1.054 -2.492
O 5.301 -0.196 -2.122
O 4.151 -1.563 -3.831
N 4.243 -2.353 -1.483
C 4.857 -2.269 -0.181
C 3.837 -2.148 0.949
C 2.784 -3.253 0.846
C 1.759 -3.118 1.966
C 2.126 -3.165 -0.533
C 3.189 -3.326 -1.621
C 2.643 0.857 -1.278
C 1.536 1.691 -1.180
H -7.347 3.015 -0.328
H -6.967 1.314 -0.058
H -6.921 2.452 1.288
H -5.008 3.645 0.215
H -5.053 2.508 -1.131
H -4.550 0.640 0.429
H -4.514 1.772 1.778
H -2.669 1.889 -0.659
H -2.660 3.027 0.696
H -0.508 -0.381 0.894
H -1.240 0.191 -0.602
H -2.766 -1.391 1.514
H -3.317 -0.998 -0.119
H -0.896 -2.731 0.519
H -2.507 -3.347 0.147
H -0.725 -1.738 -1.743
H -2.387 -2.217 -2.098
H -1.141 -3.444 -1.872
H -2.628 0.381 2.913
H -2.363 2.133 2.826
H -0.682 1.215 4.272
H -0.203 -0.020 3.090
H 0.078 2.840 2.450
H 3.162 2.253 0.884
H 2.084 3.487 1.593
H 0.283 4.256 -2.200
H -1.309 4.118 -1.403
H -0.287 0.431 -3.746
H 1.716 -1.075 -3.886
H 5.458 -3.176 -0.039
H 5.529 -1.411 -0.211
H 4.358 -2.215 1.906
H 3.332 -1.183 0.911
H 3.279 -4.228 0.930
H 0.963 -3.851 1.853
H 2.232 -3.270 2.933
H 1.332 -2.118 1.954
H 1.371 -3.944 -0.647
H 1.637 -2.193 -0.636
H 3.634 -4.327 -1.553
H 2.772 -3.202 -2.620
H 3.496 0.950 -0.627
*
```

***

Last place for stability: <P>

***

<P>
The following is a quantum chemistry calculation of a 2-piece molecular cluster, C3H9OS overall, from the Open Molecules 2025 dataset.

```
! wB97M-V def2-TZVPD RIJCOSX def2/J DEFGRID3
* xyz -1 1
C -1.770 1.643 1.384
O -0.903 0.673 1.939
H -2.783 1.223 1.349
H -1.846 2.497 2.070
H -1.414 2.014 0.425
C -0.604 -1.405 -1.033
S 1.060 -0.590 -1.281
C 1.536 0.230 0.138
H -1.388 -0.900 -1.598
H -0.807 -1.401 0.039
H -0.507 -2.447 -1.327
H 1.381 1.297 0.258
H -0.270 0.368 1.248
H 2.323 -0.245 0.714
*
```

***

<Q>
The following is a quantum chemistry calculation of a 2-piece molecular cluster, C3H9OS overall, from the Open Molecules 2025 dataset.

```
! wB97M-V def2-TZVPD RIJCOSX def2/J DEFGRID3
* xyz -1 1
C 1.285 1.615 1.281
O 1.339 0.241 1.618
H 0.731 1.781 0.366
H 0.755 2.118 2.097
H 2.315 1.971 1.204
C 0.446 -0.973 -1.802
S -1.001 -1.012 -0.545
C -1.673 0.438 0.072
H -0.070 -1.231 -2.719
H 1.178 -1.723 -1.514
H 0.812 0.040 -1.899
H -1.728 0.500 1.147
H 0.702 -0.200 1.033
H -1.665 1.410 -0.427
*
```

***

Last place for stability: <Q>

***

<P>
The following is a quantum chemistry calculation of C2HCl2NS in the gas phase, from the Open Molecules 2025 dataset.

The SMILES is N#CC(S)(Cl)Cl.

```
! wB97M-V def2-TZVPD RIJCOSX def2/J DEFGRID3
* xyz 0 1
N -0.972 0.978 -2.077
C -0.529 0.505 -1.133
C 0.058 -0.115 -0.023
S 0.193 0.938 1.401
Cl -0.770 -1.701 0.245
Cl 1.924 -0.615 -0.816
H 0.095 0.010 2.403
*
```

***

<Q>
The following is a quantum chemistry calculation of C2HCl2NS in the gas phase, from the Open Molecules 2025 dataset.

The SMILES is SN1C(Cl)=C1Cl.

```
! wB97M-V def2-TZVPD RIJCOSX def2/J DEFGRID3
* xyz 0 1
S -1.607 -0.177 0.762
N -0.516 -0.216 -0.550
C 0.912 -0.741 -0.295
Cl 1.487 -2.241 -0.030
C 0.698 0.534 -0.227
Cl 1.409 2.004 -0.018
H -2.383 0.836 0.358
*
```

***

Last place for stability: <Q>

***

<P>
The following is a quantum chemistry calculation of an isolated ion of composition C7H8N and charge +1, from the Open Molecules 2025 dataset.

```
! wB97M-V def2-TZVPD RIJCOSX def2/J DEFGRID3
* xyz 1 1
C -1.892 0.816 0.447
C -1.396 -0.378 -0.029
C -0.558 -1.578 0.380
C 0.919 1.363 -0.139
C 1.448 -0.106 0.108
C -0.539 -0.165 -1.178
C -0.422 1.151 -0.484
N 0.510 -1.037 -0.530
H -2.366 1.209 1.342
H -0.231 -1.692 1.510
H -0.967 -2.609 -0.031
H 1.127 1.913 0.805
H 1.305 1.905 -1.005
H 2.494 -0.387 -0.146
H 1.380 -0.027 1.176
H -0.811 -0.378 -2.226
*
```

***

<Q>
The following is a quantum chemistry calculation of C7H8N as an isolated structure, from the Open Molecules 2025 dataset.

```
! wB97M-V def2-TZVPD RIJCOSX def2/J DEFGRID3
* xyz 1 1
C -1.494 1.203 0.150
C -0.272 1.022 0.394
C 0.642 -0.065 0.027
C -2.532 0.385 -0.497
C -0.491 -1.247 -0.019
C -1.705 -0.416 0.460
C 2.944 0.671 -0.084
N 1.859 -0.193 -0.287
H -3.569 0.547 -0.064
H -2.408 0.382 -1.588
H -0.639 -1.710 -1.019
H -0.495 -2.049 0.731
H -2.084 -0.575 1.476
H 3.364 0.835 -1.202
H 3.713 0.225 0.556
H 2.732 1.713 0.062
*
```

***

Last place for stability: <P>

***

<P>
The following is a quantum chemistry calculation of C5H9NO2S in the gas phase, from the Open Molecules 2025 dataset.

```
! wB97M-V def2-TZVPD RIJCOSX def2/J DEFGRID3
* xyz 0 1
O 0.961 2.527 0.109
O 2.472 0.945 0.344
C 1.403 1.437 0.612
N 0.747 -1.015 0.789
S -0.580 -1.457 -0.374
C 0.250 -1.303 -2.011
C 0.483 0.353 1.362
C -1.598 0.091 -0.109
C -0.991 0.580 1.202
H 1.651 -0.986 0.308
H -0.343 -1.683 -2.942
H 0.503 -0.299 -2.233
H 1.261 -1.783 -2.053
H 0.726 0.368 2.457
H -1.487 0.862 -0.875
H -2.638 -0.173 0.106
H -1.324 1.582 1.401
H -1.496 -0.045 1.906
*
```

***

<Q>
The following is a quantum chemistry calculation of C5H9NO2S as an isolated structure, from the Open Molecules 2025 dataset.

```
! wB97M-V def2-TZVPD RIJCOSX def2/J DEFGRID3
* xyz 0 1
C -1.057 1.074 0.136
C -0.939 2.370 0.122
C -0.111 -1.347 0.011
C -1.504 -1.545 0.572
C 1.525 0.398 -0.291
N 0.407 -0.080 0.467
O -3.478 0.287 0.807
O -2.656 -0.243 -1.453
S -2.387 -0.082 -0.050
H -1.808 2.990 -0.037
H 0.001 2.876 0.275
H 0.573 -2.127 0.372
H -0.160 -1.415 -1.091
H -1.983 -2.447 0.205
H -1.525 -1.495 1.656
H 2.363 -0.279 -0.108
H 1.342 0.434 -1.374
H 1.804 1.387 0.065
*
```

***

Last place for stability: <Q>

***

<P>
The following is a quantum chemistry calculation of CH2N2O3 in the gas phase, from the Open Molecules 2025 dataset.

The SMILES is O=[N+]([O-])/N=C/O.

```
! wB97M-V def2-TZVPD RIJCOSX def2/J DEFGRID3
* xyz 0 1
O -3.952 -0.674 0.311
N -3.072 0.028 -0.054
O -3.078 1.193 -0.236
N -1.916 -0.743 -0.397
C -0.702 -0.101 -0.083
O 1.048 -0.007 0.085
H -0.705 0.808 0.460
H 1.293 -0.249 -0.816
*
```

***

<Q>
The following is a quantum chemistry calculation of CH2N2O3 in the gas phase, from the Open Molecules 2025 dataset.

```
! wB97M-V def2-TZVPD RIJCOSX def2/J DEFGRID3
* xyz 0 1
C 0.043 0.805 0.117
N -1.263 0.336 -0.081
N 0.723 -0.331 0.417
O 0.481 1.921 0.177
O -1.068 -1.013 -0.001
O 1.579 -1.175 -0.062
H -1.992 0.679 0.489
H 1.497 -1.220 -1.057
*
```

***

Last place for stability: <P>

***

<P>
The following is a quantum chemistry calculation of a 6-piece molecular cluster, C6H20O7 overall, from the Open Molecules 2025 dataset.

The SMILES is C=C(C)CCC(=O)O.O.O.O.O.O.

```
! wB97M-V def2-TZVPD RIJCOSX def2/J DEFGRID3
* xyz 0 1
C 3.488 0.714 1.706
C 2.999 0.268 0.526
C 2.790 -1.211 0.415
C 2.821 1.269 -0.607
C 1.507 1.970 -0.285
C 0.303 1.045 -0.449
O 0.116 0.150 -1.221
O -0.635 1.336 0.473
H 3.752 0.067 2.535
H 3.375 1.766 1.974
H 3.673 -1.809 0.177
H 2.469 -1.581 1.386
H 2.088 -1.335 -0.431
H 2.625 0.669 -1.518
H 3.742 1.808 -0.790
H 1.299 2.917 -0.791
H 1.450 2.301 0.763
H -1.470 0.855 0.364
O 0.224 -2.944 2.063
H -0.249 -2.163 2.372
H 0.239 -2.930 1.103
O -2.365 3.005 -2.846
H -2.961 2.294 -2.547
H -1.865 3.389 -2.138
O -3.565 0.040 1.280
H -4.274 -0.335 0.782
H -3.894 0.750 1.825
O -2.794 -2.896 -0.399
H -2.841 -3.843 -0.557
H -2.922 -2.747 0.546
O -3.059 -0.507 -1.808
H -2.995 -1.312 -1.244
H -3.072 -0.999 -2.658
*
```

***

<Q>
The following is a quantum chemistry calculation of C6H20O7 as an isolated structure, from the Open Molecules 2025 dataset.

```
! wB97M-V def2-TZVPD RIJCOSX def2/J DEFGRID3
* xyz 0 1
O -1.865 -0.164 1.851
H -2.585 0.238 2.337
H -2.143 -1.070 1.716
C -0.616 3.781 -2.172
C -0.582 2.289 -1.953
O -1.537 1.694 -2.819
O -0.665 4.266 -3.528
H 0.328 4.253 -1.899
H -1.396 4.348 -1.664
H -1.003 2.054 -0.975
H 0.354 1.790 -2.205
H -1.567 0.739 -2.735
H -1.474 3.997 -3.970
C -0.253 1.057 0.018
C 0.675 0.173 0.964
O -0.013 -0.992 1.422
O -1.190 1.645 0.907
H -0.870 0.544 -0.720
H 0.247 1.879 -0.495
H 1.080 0.767 1.783
H 1.606 -0.108 0.470
H -0.736 -0.779 2.017
H -1.828 1.013 1.247
C 1.280 -3.500 1.775
C 1.548 -3.689 0.260
O 2.981 -3.561 -0.044
O 1.553 -2.227 2.185
H 2.010 -4.141 2.270
H 0.271 -3.857 1.984
H 0.964 -3.051 -0.403
H 1.010 -4.590 -0.037
H 3.357 -3.200 0.762
H 1.060 -1.598 1.653
*
```

***

Last place for stability: <Q>

***

<P>
The following is a quantum chemistry calculation of an isolated ion of composition C2HNO3 and charge -2, from the Open Molecules 2025 dataset.

The SMILES is O=C([O-])/N=C\[O-].

```
! wB97M-V def2-TZVPD RIJCOSX def2/J DEFGRID3
* xyz -2 1
O 3.338 -0.008 1.100
C 2.667 0.055 0.045
O 3.091 -0.119 -1.113
N 1.216 0.324 0.148
C 0.215 -0.438 -0.127
O 0.184 -1.720 -0.051
H -0.761 0.086 0.001
*
```

***

<Q>
The following is a quantum chemistry calculation of a 2-piece molecular cluster, C2HNO3 overall, from the Open Molecules 2025 dataset.

```
! wB97M-V def2-TZVPD RIJCOSX def2/J DEFGRID3
* xyz -2 1
C 1.841 -0.172 3.100
C 1.680 1.741 1.364
N 2.301 0.817 2.522
O 0.600 2.176 1.732
O 1.583 -1.176 3.670
O 2.388 1.830 0.398
H -10.393 -5.216 -12.787
*
```

***

Last place for stability: <P>